{
  "formula": "C24H40NO13PS",
  "method": "ωB97M-V/def2-TZVPD",
  "species": ["N", "P", "C", "C", "C", "C", "O", "S", "O", "O", "H", "H", "H", "H", "H", "H", "H", "H", "H", "H", "O", "C", "C", "C", "C", "O", "H", "H", "H", "H", "H", "H", "O", "C", "C", "C", "C", "O", "H", "H", "H", "H", "H", "H", "O", "C", "C", "C", "C", "O", "H", "H", "H", "H", "H", "H", "O", "C", "C", "C", "C", "O", "H", "H", "H", "H", "H", "H", "O", "C", "C", "C", "C", "O", "H", "H", "H", "H", "H", "H"],
  "positions_angstrom": [[-0.780110, 5.199154, 0.719014], [-0.047963, 3.824754, 0.901375], [1.681299, 4.097145, 1.489101], [2.517942, 4.495362, 0.263614], [2.934265, 3.293943, -0.609517], [2.527270, 1.946974, -0.058338], [3.069483, 1.774659, 1.278963], [2.473218, 2.740433, 2.369534], [1.449961, 2.040596, 3.086260], [3.579034, 3.275141, 3.099060], [-1.076369, 5.323328, -0.239637], [-0.608554, 2.978548, 1.868789], [0.050595, 3.101288, -0.287964], [1.626488, 4.889945, 2.233563], [1.908433, 5.190997, -0.317200], [3.390946, 5.060585, 0.583321], [4.024983, 3.282365, -0.658555], [2.594533, 3.380441, -1.639962], [2.952240, 1.162060, -0.677723], [1.458733, 1.751425, -0.002427], [-4.308486, -0.165484, 2.683427], [-3.348342, 0.103290, 3.345355], [-2.771482, -0.660563, 4.522145], [-1.831804, 0.360856, 5.161286], [-1.426993, 1.202213, 3.960105], [-2.575236, 1.185272, 3.083944], [-2.235176, -1.530002, 4.140358], [-3.565263, -0.993025, 5.184838], [-0.980279, -0.080906, 5.671749], [-2.379708, 0.974629, 5.878803], [-0.580204, 0.777941, 3.422189], [-1.195066, 2.233969, 4.210582], [0.889413, 2.355829, -3.641284], [1.715784, 1.585362, -4.043414], [1.534360, 0.433650, -5.012091], [2.817499, -0.369728, -4.825567], [3.804865, 0.716543, -4.412138], [3.019490, 1.690942, -3.696205], [1.449858, 0.838792, -6.022860], [0.643697, -0.132912, -4.767566], [3.130925, -0.921485, -5.708973], [2.683671, -1.078039, -4.011133], [4.261920, 1.213985, -5.270607], [4.592267, 0.360064, -3.752315], [1.067490, -0.299851, -2.251145], [-0.004839, -0.246375, -1.719633], [-1.148841, -1.217740, -1.864090], [-2.328476, -0.439519, -1.276341], [-1.634078, 0.480721, -0.277673], [-0.332131, 0.738640, -0.860950], [-0.911085, -2.110359, -1.282796], [-1.289210, -1.491728, -2.905606], [-3.099065, -1.059157, -0.824165], [-2.793225, 0.163609, -2.057455], [-1.487366, 0.015784, 0.698563], [-2.146404, 1.430057, -0.142236], [-1.579366, -3.758019, 5.171402], [-0.598187, -3.456488, 5.783379], [0.039194, -4.175452, 6.957497], [0.984133, -3.117775, 7.528998], [1.319431, -2.295790, 6.288712], [0.141319, -2.366248, 5.464395], [0.575033, -5.044550, 6.572946], [-0.723365, -4.503659, 7.657549], [1.865635, -3.522022, 8.021137], [0.449551, -2.497680, 8.249497], [2.155645, -2.714122, 5.725642], [1.528772, -1.250591, 6.501761], [0.151037, -2.572784, -6.042659], [-1.020600, -2.801434, -6.019216], [-1.940652, -3.022154, -7.205845], [-3.330916, -2.846790, -6.598317], [-3.094704, -3.288848, -5.160310], [-1.731337, -2.926548, -4.865102], [-1.774545, -4.032824, -7.581674], [-1.717324, -2.305254, -7.990331], [-4.113063, -3.417273, -7.093668], [-3.614343, -1.794004, -6.621833], [-3.192476, -4.369491, -5.040701], [-3.743784, -2.794618, -4.441630]],
  "atomic_forces_ev_per_a": [[0.13, -0.24, 0.10], [-0.54, 1.03, 0.12], [0.33, -0.99, -0.68], [-0.14, 0.29, -0.09], [0.39, 0.09, 0.12], [-0.12, -0.20, -0.29], [0.16, 0.33, -0.17], [-0.06, 0.47, 0.57], [-0.20, -0.24, 0.10], [0.08, -0.04, -0.02], [-0.08, 0.21, -0.01], [0.13, -0.22, -0.07], [0.12, -0.36, 0.10], [-0.04, 0.05, 0.04], [0.01, 0.06, 0.02], [0.05, -0.07, 0.07], [0.01, -0.04, -0.07], [-0.23, -0.01, 0.02], [0.05, -0.13, 0.18], [0.10, 0.09, -0.15], [-0.04, 0.04, -0.08], [0.09, -0.19, 0.03], [0.04, 0.39, 0.14], [-0.13, -0.05, 0.01], [0.06, -0.05, 0.08], [0.02, 0.06, -0.01], [-0.04, -0.07, 0.03], [-0.04, -0.15, -0.11], [0.04, -0.03, -0.07], [0.00, 0.02, -0.02], [0.03, -0.01, 0.02], [-0.05, 0.04, -0.09], [0.06, 0.03, 0.08], [-0.21, 0.12, -0.25], [0.27, -0.13, 0.14], [-0.04, 0.01, -0.02], [0.01, -0.11, -0.03], [0.09, -0.03, 0.01], [-0.06, 0.05, 0.01], [-0.10, 0.07, -0.08], [0.02, 0.08, -0.04], [-0.02, -0.01, 0.02], [-0.01, 0.01, -0.01], [-0.02, 0.06, 0.07], [0.18, -0.03, 0.18], [0.09, -0.22, -0.10], [-0.44, 0.27, 0.09], [0.11, -0.03, -0.05], [-0.15, -0.03, -0.05], [-0.25, -0.05, 0.14], [0.03, -0.04, -0.05], [0.17, -0.15, 0.00], [0.05, 0.01, 0.10], [-0.02, 0.01, 0.00], [0.00, -0.01, -0.02], [0.09, 0.04, 0.03], [-0.05, 0.05, 0.02], [0.08, -0.20, -0.06], [0.09, 0.33, 0.16], [-0.08, -0.07, -0.03], [0.07, -0.02, 0.09], [0.02, 0.06, 0.00], [-0.04, -0.04, -0.01], [-0.03, -0.13, -0.08], [0.03, -0.02, -0.05], [0.01, 0.02, 0.01], [0.00, -0.02, 0.00], [-0.06, 0.03, -0.07], [0.01, 0.10, 0.24], [-0.04, -0.18, -0.24], [-0.28, 0.21, 0.16], [0.10, 0.01, -0.06], [-0.09, -0.05, 0.03], [0.06, 0.08, -0.14], [0.03, 0.00, -0.03], [0.13, -0.08, -0.06], [0.02, -0.05, 0.03], [-0.01, 0.00, 0.01], [0.01, -0.01, 0.00], [0.07, 0.02, 0.06]],
  "smiles": "N=[PH2][C@@H]1CCCOS1(=O)=O.O=C1CCCO1.O=C1CCCO1.O=C1CCCO1.O=C1CCCO1.O=C1CCCO1",
  "energy_ev": -73768.5969,
  "orbital_gap_ev": 9.13
}

{
  "formula": "C24H40NO3P",
  "method": "ωB97M-V/def2-TZVPD",
  "species": ["C", "C", "C", "C", "C", "C", "O", "C", "C", "C", "O", "C", "C", "P", "C", "C", "C", "N", "C", "C", "C", "C", "C", "C", "C", "C", "H", "H", "H", "H", "H", "H", "H", "H", "H", "H", "H", "H", "H", "H", "H", "H", "H", "H", "H", "H", "H", "H", "H", "H", "H", "H", "H", "H", "H", "H", "H", "H", "H", "H", "H", "C", "C", "O", "H", "H", "H", "H", "H"],
  "positions_angstrom": [[5.260618, -3.448384, -0.011257], [5.099164, -2.570759, -1.119427], [4.794793, -1.940185, -2.632414], [3.544169, -0.874944, -2.636832], [2.218949, -1.677626, -2.115841], [1.452313, -0.994325, -0.821006], [0.250466, -1.867247, -0.596552], [0.561568, -2.963597, 0.329632], [-0.647157, -4.099164, 0.106903], [-0.174642, -5.368234, -0.816796], [2.206956, -1.038513, 0.433421], [3.128743, 0.085470, 0.609321], [2.561716, 1.554641, 0.168918], [3.014855, 3.000293, 1.327727], [4.720895, 3.637716, 0.634037], [3.367616, 2.463964, 3.120317], [2.036959, 2.083247, 3.998258], [1.031513, 1.460350, -0.017798], [0.806513, 0.506909, -1.168096], [-0.712371, 0.455928, -1.765775], [-1.926614, 0.481203, -0.679590], [-3.417174, 0.983168, -1.249466], [-4.785665, 1.033711, -0.341090], [-4.701888, 0.549372, 1.232030], [-3.239784, 0.074804, 1.840555], [-1.879188, 0.030035, 0.892811], [5.630963, -4.260123, 0.773928], [5.785558, -1.474901, -3.079435], [4.486576, -2.801388, -3.399957], [3.758442, 0.146970, -2.112167], [3.344240, -0.612290, -3.784211], [2.406806, -2.807313, -1.820181], [1.429283, -1.712980, -3.005218], [1.561890, -3.542301, 0.092621], [0.464463, -2.666476, 1.481839], [-0.995817, -4.502876, 1.174853], [-1.565211, -3.538909, -0.362562], [-0.992200, -6.211017, -0.706864], [-0.187070, -5.041479, -1.946392], [0.843112, -5.845725, -0.475028], [3.470549, 0.046361, 1.753434], [4.120586, -0.194802, 0.006039], [3.076834, 1.808481, -0.878388], [4.857514, 4.793136, 0.759183], [5.610773, 3.022986, 1.125822], [4.779235, 3.387829, -0.527059], [3.879463, 3.391021, 3.668582], [4.194895, 1.602058, 3.098949], [1.758243, 0.964357, 3.754709], [2.350771, 2.185830, 5.145456], [1.161706, 2.844886, 3.837274], [0.735204, 2.457126, -0.238119], [0.671269, 1.144045, 0.907704], [1.487618, 0.910645, -2.062846], [-0.840552, 1.428701, -2.446152], [-0.763174, -0.451926, -2.539750], [-3.526485, 1.317089, -2.390688], [-5.802131, 1.372562, -0.841557], [-5.692357, 0.561399, 1.867813], [-3.196498, -0.274934, 2.976783], [-0.860773, -0.343348, 1.347511], [-9.707195, 2.443362, -0.024097], [-8.241329, 2.906935, 0.045321], [-7.755883, 2.836382, -1.183487], [-9.793853, 1.408896, -0.379746], [-10.156697, 2.483918, 0.974992], [-10.309551, 3.084795, -0.679813], [-7.779370, 2.285279, 0.828072], [-8.273171, 3.889906, 0.540839]],
  "atomic_forces_ev_per_a": [[-0.54, 5.53, -8.11], [0.95, -6.65, 6.28], [0.15, -0.11, 0.36], [-0.05, -0.92, -1.21], [-0.92, 0.50, 0.18], [-1.66, -1.26, -0.43], [3.01, 0.47, 1.03], [-1.71, -2.49, 0.73], [0.24, 0.13, 0.48], [-1.11, 0.04, 0.07], [-0.38, 2.28, -1.54], [1.76, -0.75, 0.37], [2.34, -1.50, -0.50], [0.29, 1.42, -0.04], [1.01, -1.08, -0.73], [1.10, -0.35, 0.92], [0.91, -0.12, 0.43], [1.80, 0.77, -0.29], [0.37, -1.38, -2.45], [-0.37, 0.61, -0.15], [-4.08, 0.09, 2.25], [-0.07, -0.86, 3.01], [3.99, -1.65, 1.50], [3.71, 0.05, -2.69], [-0.79, 1.01, -3.47], [-3.03, 1.23, -1.69], [-1.05, 2.49, -2.01], [-2.01, -0.89, 1.28], [0.70, 1.61, 2.11], [-0.30, -2.14, -0.75], [0.60, -0.50, 2.49], [-0.06, 2.48, -0.54], [1.54, 0.18, 2.05], [-1.74, 1.62, 0.55], [0.62, -0.22, -2.67], [0.86, 0.92, -2.33], [1.77, -1.17, 0.84], [1.64, 1.65, -0.28], [0.38, -0.74, 2.21], [-1.90, 1.18, -0.76], [-1.12, 0.18, -2.50], [-2.06, 0.97, 1.22], [-1.56, -0.36, 2.20], [-0.40, -2.36, -0.03], [-1.78, 1.53, -0.94], [-0.24, 0.63, 2.42], [-1.02, -1.83, -1.56], [-1.88, 1.74, 0.42], [0.18, 2.34, 0.64], [-0.77, -0.50, -2.56], [1.66, -1.63, 0.04], [-0.20, -1.52, 0.52], [-0.49, 0.22, -0.94], [-1.48, -0.62, 2.07], [0.26, -2.01, 1.56], [0.08, 1.81, 2.02], [0.37, -0.81, 2.80], [1.77, -0.29, 1.06], [2.37, -0.03, -1.33], [0.07, 0.84, -2.82], [-2.28, 0.61, -0.88], [-0.61, -0.06, 0.86], [-1.74, -0.46, -0.61], [1.92, -0.04, -0.79], [0.20, 0.17, -0.07], [-0.29, -0.05, 0.22], [0.29, -0.05, -0.01], [0.62, -0.68, 0.46], [0.15, 0.79, 0.02]],
  "relative_energy_ev": 20.481,
  "energy_ev": -42434.3437,
  "orbital_gap_ev": 3.18
}

{
  "formula": "C24H40O21",
  "method": "ωB97M-V/def2-TZVPD",
  "species": ["C", "C", "O", "C", "O", "O", "H", "H", "H", "H", "C", "C", "O", "C", "O", "O", "H", "H", "H", "H", "C", "C", "O", "C", "O", "O", "H", "H", "H", "H", "C", "C", "O", "C", "O", "O", "H", "H", "H", "H", "C", "C", "O", "C", "O", "O", "C", "H", "H", "H", "H", "H", "H", "H", "H", "C", "C", "O", "C", "O", "O", "C", "H", "H", "H", "H", "H", "H", "H", "H", "C", "C", "O", "C", "O", "O", "C", "H", "H", "H", "H", "H", "H", "H", "H"],
  "positions_angstrom": [[-9.840030, -12.623930, -15.256700], [-9.265910, -13.434190, -16.514570], [-10.127010, -13.106620, -17.632570], [-10.869720, -12.058920, -17.298290], [-11.675310, -11.442560, -18.042840], [-10.619160, -11.658850, -15.997000], [-8.956910, -12.260210, -14.731430], [-10.432400, -13.259010, -14.598000], [-9.283460, -14.500580, -16.289640], [-8.209680, -13.283800, -16.737890], [-2.574740, -17.063240, -15.579500], [-3.783420, -17.736000, -16.115490], [-3.345670, -19.046290, -16.095540], [-2.462540, -19.218800, -15.012510], [-2.126540, -20.207710, -14.390460], [-1.947110, -18.063010, -14.867960], [-3.013680, -16.462750, -14.782720], [-1.884270, -16.435530, -16.142810], [-3.954100, -17.324340, -17.110230], [-4.624350, -17.407790, -15.504590], [-3.972850, -12.589320, -23.839440], [-3.523620, -13.905610, -23.086540], [-4.226620, -14.876130, -23.929150], [-4.682000, -14.261540, -25.053680], [-5.161280, -14.924930, -25.989100], [-4.607050, -12.968050, -24.956820], [-3.102300, -11.986610, -24.098280], [-4.789120, -12.039330, -23.371140], [-3.962500, -13.794860, -22.094970], [-2.454700, -14.106610, -23.015070], [-2.165120, -16.997710, -22.143010], [-1.089000, -17.045760, -20.979870], [-0.824720, -18.467650, -20.983170], [-1.810460, -19.150740, -21.634880], [-2.073540, -20.335690, -21.579230], [-2.474650, -18.326090, -22.437420], [-1.829310, -16.368790, -22.967500], [-3.062050, -16.505270, -21.767370], [-1.554880, -16.745920, -20.041180], [-0.300150, -16.337280, -21.232600], [-5.018800, -19.378740, -19.118370], [-5.410160, -20.228930, -20.392210], [-5.789580, -19.366830, -21.508020], [-7.123610, -18.878250, -21.481450], [-7.987250, -19.226320, -20.700770], [-7.398060, -17.961320, -22.402730], [-6.455950, -17.365190, -23.306130], [-4.256290, -18.648630, -19.389720], [-4.698150, -20.000790, -18.282710], [-5.864630, -18.758150, -18.822490], [-6.122610, -21.002610, -20.105990], [-4.554830, -20.775070, -20.790020], [-5.663900, -16.765070, -22.858230], [-6.947370, -16.807820, -24.103590], [-5.965630, -18.245880, -23.720950], [-3.349930, -14.781380, -18.516850], [-4.667390, -13.991720, -18.727110], [-5.765360, -14.901170, -18.772980], [-6.199840, -15.448390, -17.698690], [-5.602330, -15.512690, -16.637270], [-7.223760, -16.312770, -18.123060], [-7.816340, -17.122320, -17.191230], [-3.292060, -15.793070, -18.918400], [-3.323940, -15.147650, -17.490560], [-2.436080, -14.188770, -18.559050], [-4.575850, -13.398890, -19.637210], [-4.678900, -13.251860, -17.926740], [-7.099600, -17.590840, -16.516780], [-8.367850, -17.929150, -17.673890], [-8.488580, -16.518080, -16.582070], [-3.798630, -12.953920, -14.280280], [-4.749310, -11.750700, -14.577710], [-5.381510, -11.996580, -15.862530], [-5.808270, -10.888400, -16.518130], [-5.661420, -9.709270, -16.140280], [-6.531300, -11.341680, -17.559150], [-7.224320, -10.481810, -18.445840], [-2.849440, -12.908160, -14.814160], [-4.347580, -13.894630, -14.322920], [-3.463040, -12.796670, -13.255220], [-4.108770, -10.872760, -14.493950], [-5.628430, -11.648220, -13.941520], [-8.191240, -10.304170, -17.975080], [-7.296640, -10.884190, -19.456260], [-6.782070, -9.485910, -18.472380]],
  "atomic_forces_ev_per_a": [[1.02, -1.09, -3.17], [-0.14, -0.88, 1.33], [0.45, -0.16, 0.87], [-2.59, 2.89, -1.55], [3.23, -2.60, 2.94], [-0.29, 0.02, 0.27], [-0.50, 0.82, 0.06], [-0.30, 0.28, -0.18], [-0.60, -0.11, -0.37], [-0.17, 0.89, -0.25], [-0.75, 2.71, 2.06], [0.45, 1.68, -1.60], [-1.10, -3.44, 0.72], [-0.30, -2.40, -0.87], [-1.36, 1.42, -1.66], [3.24, 1.37, 2.16], [0.61, 1.02, -0.13], [-0.07, -0.58, -0.46], [-0.32, -0.84, -0.25], [-0.36, -1.10, 0.05], [1.67, 1.02, 2.85], [-1.80, 1.33, -1.10], [0.71, 0.37, 0.40], [-1.63, -4.02, -2.09], [1.27, 2.19, 2.41], [-0.87, -0.89, -3.88], [-0.18, 0.31, 0.22], [0.88, 0.39, 1.25], [0.03, -0.74, 0.23], [-0.07, 0.06, -0.31], [0.12, 1.95, 1.51], [-2.13, -0.38, -1.58], [0.42, -0.28, 0.62], [-0.09, -1.44, -0.17], [1.08, 1.90, 0.39], [-0.32, 0.05, -0.56], [0.14, -0.73, -0.46], [-0.17, -0.05, -0.02], [0.25, -0.22, 0.08], [0.66, -0.85, 0.19], [-0.59, -0.15, -1.51], [0.86, 0.64, 0.87], [-2.46, 0.57, 0.51], [0.82, -0.53, 0.81], [1.36, 0.01, -0.75], [-0.43, 0.65, 0.40], [1.20, -1.70, -0.32], [0.37, -0.23, 0.01], [0.05, 0.00, -0.15], [-0.27, -0.24, 0.13], [-0.61, 0.45, -0.37], [0.17, 0.29, 0.09], [-0.43, 0.11, 0.45], [-0.37, -0.13, 0.46], [0.38, 0.37, -0.61], [-0.44, -0.60, 1.64], [2.64, -0.29, 0.48], [-0.36, 1.94, -1.65], [0.56, -3.53, 0.44], [-1.62, 0.61, -0.15], [1.64, 2.27, -0.60], [-0.58, -0.78, 1.72], [0.05, 0.38, -1.45], [-0.27, 0.60, 0.64], [-0.12, 0.01, -0.80], [-0.71, -0.41, -0.40], [-0.78, -0.28, 0.23], [0.21, 0.04, 0.04], [0.02, 0.30, -0.32], [-0.28, -0.23, 0.19], [-1.04, 1.08, 0.87], [0.71, -1.29, -0.18], [0.60, 1.41, -0.61], [-0.56, 1.96, 0.92], [-0.33, -3.22, -1.30], [1.10, -0.61, 0.32], [-0.40, 1.54, 0.73], [-0.47, -0.20, -0.67], [0.38, -0.08, -0.32], [-0.20, -0.16, 0.35], [-0.55, 0.36, -0.65], [0.51, -0.13, 0.70], [-0.39, -0.21, -0.44], [0.14, -0.35, 0.40], [0.41, -0.13, -0.13]],
  "spin_multiplicity": 2,
  "charge": -1,
  "energy_ev": -68530.3536,
  "orbital_gap_ev": [2.10, 10.55],
  "s2": 0.75
}

Q: What is the formula in the second record?
A: C24H40NO3P